(1)
Below is a cluster of 2 separate species, C12H20BCl4FIN2O6S in total in a non-equilibrium geometry, with properties calculated with ωB97M-V/def2-TZVPD.

F_max	0.165	Eh/bohr
electronic energy	-100439.9281	eV
total charge	+1
HOMO-LUMO gap	0.293	hartree

Each line ends with the Mulliken charge.
Cartesian coordinates (Å):
O 1.983 -3.668 -1.224  -0.5683
S 1.920 -2.774 -0.018  0.9888
O 2.787 -3.336 1.090  -0.5648
Cl -0.051 -2.846 0.697  -0.1412
C 2.500 -1.039 -0.306  -0.1151
C 2.527 -0.581 -1.848  -0.8268
C 1.428 0.574 -2.037  -0.1683
C 1.911 2.052 -1.606  -0.7401
C 1.328 2.347 -0.148  0.2361
C -0.126 2.705 0.209  0.1825
C -1.435 2.920 -0.675  -0.7891
C -1.883 1.647 -1.542  -0.7157
C -2.328 0.367 -0.681  -0.1131
C -3.706 0.722 0.111  -0.4557
O -4.276 -0.453 0.723  -0.5161
N -0.001 2.856 1.684  0.3296
O -1.001 3.174 2.550  -0.3402
B -1.379 1.910 3.217  0.5153
O -1.592 1.783 4.636  -0.4264
O -1.546 0.725 2.416  -0.4116
C 1.369 2.617 2.112  -0.2796
I 2.276 2.719 4.071  0.3043
N 2.242 2.282 0.988  0.4631
F 3.552 2.030 0.978  -0.1600
H 1.768 -0.349 0.255  -0.0677
H 3.552 -0.940 0.148  0.3866
H 3.573 -0.286 -2.231  0.3731
H 2.193 -1.456 -2.530  0.3900
H 0.519 0.308 -1.369  -0.1868
H 1.000 0.639 -3.105  0.4332
H 3.062 2.007 -1.488  0.4191
H 1.607 2.880 -2.347  0.3327
H -1.300 3.830 -1.353  0.4106
H -2.293 3.152 0.065  0.3073
H -1.121 1.334 -2.349  0.1660
H -2.821 1.977 -2.136  0.4444
H -2.626 -0.478 -1.417  0.5587
H -1.518 -0.063 -0.001  -0.0531
H -4.425 1.112 -0.702  0.3544
H -3.520 1.578 0.863  0.0978
H -4.060 -1.270 0.226  0.3430
H -0.785 1.301 4.960  0.3027
H -2.263 0.160 2.805  0.3046
C 0.663 -6.743 -0.720  0.5049
Cl 1.025 -7.424 -2.312  -0.1295
Cl -1.006 -6.154 -0.660  -0.1433
Cl 0.944 -7.945 0.548  -0.1208
H 1.330 -5.901 -0.548  -0.1156

Forces on the atoms, in the same order (eV/Å):
O -0.91 3.27 2.28
S 3.93 -5.40 0.73
O -2.78 2.45 -2.49
Cl 0.94 0.69 -0.53
C 0.10 1.74 -0.52
C -1.12 -0.37 -0.74
C -0.74 0.16 -0.24
C 0.19 -0.51 1.29
C -1.20 0.64 -1.29
C 4.78 -0.82 1.50
C 0.03 -0.32 0.70
C -0.47 -0.45 -0.46
C -1.00 0.14 -0.37
C 0.89 -0.10 -1.53
O 0.69 0.64 0.07
N 4.43 -1.10 -2.83
O 0.44 -1.72 0.83
B -1.13 -2.51 0.93
O 1.71 0.56 -2.50
O -0.37 2.40 1.38
C 0.64 -0.14 -0.63
I -1.14 -0.03 -1.60
N -8.24 1.88 0.57
F -0.86 0.22 0.23
H 1.14 -1.29 -0.61
H -1.76 -0.74 -0.40
H -1.61 -0.35 0.93
H 0.62 1.26 1.27
H 1.47 0.28 -1.19
H 0.98 -0.31 1.51
H -1.88 0.44 -0.39
H 0.47 -1.38 1.28
H 0.00 -1.25 1.04
H 1.53 -0.22 -1.13
H -1.03 0.72 1.44
H 1.54 -0.39 0.98
H 0.61 1.38 1.02
H -1.07 0.82 -0.76
H 0.95 -0.43 1.26
H -0.54 -1.75 -0.84
H -0.08 0.98 0.17
H -1.21 0.44 -0.01
H 1.04 0.46 -0.31
C 0.15 -0.09 0.01
Cl -0.03 0.12 0.16
Cl 0.06 0.00 -0.01
Cl -0.03 0.15 -0.10
H -0.15 -0.17 -0.08

(2)
Below is the molecule C12H20BNO5 in a non-equilibrium geometry, with properties calculated with ωB97M-V/def2-TZVPD.

relative energy (zero: lowest compared OMol25 entry of this formula, charge and spin)	0.0	kcal/mol
F_max	0.061	Eh/bohr
electronic energy	-25170.9898	eV
structure (SMILES)	C#C[C@@H]1[C@H](B(O)OC)OC(=O)[C@]1(CCN)OCCC
HOMO-LUMO gap	0.365	hartree

Each line ends with the Mulliken charge.
Cartesian coordinates (Å):
C 1.077 -2.936 1.038  -0.0110
C 0.666 -2.046 0.348  -1.8197
C 0.107 -0.900 -0.398  0.8701
C -0.298 -1.183 -1.843  -0.1323
B -1.376 -2.321 -2.167  0.7017
O -1.184 -3.666 -1.961  -0.5387
O -2.572 -1.906 -2.735  -0.4512
C -3.642 -1.937 -1.760  -0.6051
O 1.006 -1.360 -2.474  -0.4134
C 1.752 -0.316 -1.971  -0.2118
O 2.731 0.080 -2.505  -0.5610
C 1.113 0.278 -0.618  1.3244
C 0.544 1.646 -1.103  -1.0814
C -0.859 2.037 -0.563  -0.5010
N -0.868 3.005 0.542  -0.6017
O 2.235 0.250 0.226  -0.4765
C 2.105 1.058 1.385  -0.7972
C 1.220 0.431 2.493  0.2823
C 1.054 1.452 3.657  -1.3551
H 1.271 -3.535 1.900  0.4827
H -0.808 -0.693 0.180  0.4920
H -0.670 -0.303 -2.392  0.1159
H -0.713 -3.745 -1.115  0.3048
H -3.289 -2.510 -0.892  0.2780
H -3.969 -0.923 -1.505  0.2362
H -4.485 -2.473 -2.212  0.2424
H 1.287 2.426 -0.900  0.5927
H 0.460 1.590 -2.195  0.5092
H -1.484 1.186 -0.268  0.1440
H -1.386 2.523 -1.395  0.3734
H -0.075 2.911 1.159  0.2024
H -0.972 3.947 0.201  0.2673
H 3.112 1.104 1.824  0.4460
H 1.824 2.103 1.178  0.3115
H 1.810 -0.407 2.882  0.3283
H 0.240 0.114 2.124  -0.0091
H 0.890 0.892 4.585  0.3897
H 0.177 2.082 3.476  0.3481
H 1.969 2.046 3.772  0.3230

Forces on the atoms, in the same order (eV/Å):
C -0.38 0.22 0.60
C 0.08 0.36 -0.79
C -1.26 0.56 0.83
C 0.46 -0.37 -0.93
B -0.12 -0.52 -0.87
O -0.30 0.87 0.98
O 0.20 0.39 0.74
C 0.07 -0.68 -0.73
O 0.12 0.58 0.45
C -0.20 -0.49 0.28
O 0.40 0.15 -0.09
C 1.15 -1.90 -2.21
C -0.73 -0.51 0.55
C 0.17 0.91 -0.06
N -0.34 -0.38 -0.12
O -0.74 1.22 0.41
C 0.20 -0.48 1.08
C 0.78 0.97 0.26
C -0.18 -0.79 -0.47
H 0.26 -0.29 -0.39
H 0.25 0.57 -0.11
H -0.42 0.03 0.89
H 0.57 -0.46 -0.39
H -0.47 0.28 0.10
H 0.26 -0.15 0.07
H 0.12 0.10 0.21
H -0.18 -0.15 0.00
H 0.12 0.04 0.23
H 0.37 -0.07 -0.20
H 0.00 -0.20 0.23
H -0.01 0.18 -0.05
H 0.30 0.04 0.17
H -0.14 0.09 -0.30
H -0.11 -0.29 -0.28
H -0.53 -0.19 -0.26
H 0.20 -0.13 0.08
H -0.03 0.29 -0.07
H 0.32 0.14 0.14
H -0.27 0.04 0.03

Number 2 is which compound? C12H20BNO5